14
Properties=species:S:1:pos:R:3 method="wB97M-V/def2-TZVPD" total_charge=0 spin_multiplicity=1 orbital_gap_ev=8.38 relative_energy_kcal_mol=71.7 lumo_energy_ev=-0.93 total_energy_ha=-780.40109 homo_ev=-9.3051
C -2.087 -1.001 0.278
C -0.866 -0.513 0.075
C -0.064 -0.667 -1.143
N 1.044 -0.036 -1.088
N 1.165 0.514 0.177
C 0.075 0.382 0.826
N -0.073 0.984 2.053
H -2.379 -1.762 -0.336
H -2.648 -0.567 1.035
H -0.255 -1.036 -2.098
H -0.281 0.295 2.807
H 0.638 1.596 2.326
Cl 3.250 0.810 -2.943
H 2.482 1.000 -1.970